Entry 1:
The following is a quantum chemistry calculation of a cluster of 2 separate species, C2Cl2NS2 in total in a non-equilibrium geometry, from OMol25.

ORCA input file:
```
! wB97M-V def2-TZVPD RIJCOSX def2/J DEFGRID3
* xyz 1 1
C 0.007 0.201 -0.748
C -1.954 -0.376 0.321
N 1.148 0.479 -0.541
S 3.423 -0.659 0.474
S 2.590 1.025 0.180
Cl -2.535 -1.698 -0.331
Cl -2.679 1.027 0.645
*
```

Properties
energy	-1847.2364	hartree
frontier orbital gap (spin up / spin down)	5.82 / 7.07	eV
highest occupied orbital energy (spin up / spin down)	-12.8 / -13.8	eV
lowest unoccupied orbital energy (spin up / spin down)	-0.2580 / -0.2455	hartree
F_max	4.0	eV/A
energy relative to the best compared isomer or geometry (same formula, charge and spin)	54.0	kcal/mol

Entry 2:
The following is a quantum chemistry calculation of an isolated molecule of C2Cl2O3 in a non-equilibrium geometry, from OMol25.

ORCA input file:
```
! wB97M-V def2-TZVPD RIJCOSX def2/J DEFGRID3
* xyz 0 1
C 0.400 -0.262 0.367
C -0.930 -0.114 -0.243
O 0.535 -0.157 1.517
O -1.113 0.773 -0.997
O 1.273 -0.404 -0.634
Cl -2.096 -1.257 0.166
Cl 2.962 -0.355 -0.321
*
```

Properties
energy	-1222.2481	hartree
frontier orbital gap	9.97	eV
highest occupied orbital energy	-11.1	eV
lowest unoccupied orbital energy	-0.0430	hartree
SMILES	O=C(Cl)C(=O)OCl
F_max	2.8	eV/A
energy relative to the best compared isomer or geometry (same formula, charge and spin)	29.2	kcal/mol

- Which value of F_max does entry 2 give?
  2.8 eV/A